No. 1
A cluster of 2 separate species, C10H25O10P3S in total at a distorted geometry, computed with wB97M-V/def2-TZVPD.

Element x y z (Å)
O -2.8052 0.2941 5.8891
P -3.5163 -0.1465 4.6952
O -4.2894 -1.5585 4.8633
O -4.6585 0.9641 4.3550
P -2.2289 -0.2670 2.9223
C -3.3626 0.2627 1.5339
C -3.4788 1.8071 1.4332
C -4.7018 2.1727 0.5972
O -4.5959 1.8072 -0.7899
S -4.2269 0.2549 -1.0180
O -3.8046 0.0995 -2.3656
O -5.3560 -0.5710 -0.7130
C -2.9138 -0.2347 0.1375
H -4.4904 -1.9238 3.9864
H -4.6645 1.5962 5.0927
H -1.9389 -1.6538 2.8489
H -4.3421 -0.2028 1.7170
H -2.5770 2.1215 0.8890
H -3.4982 2.2150 2.4454
H -5.6079 1.7810 1.0784
H -4.7973 3.2636 0.6196
H -1.9988 0.2853 -0.1750
H -2.7476 -1.3126 0.1035
C 4.6999 -1.8970 -3.6183
C 3.8902 -0.6150 -3.5935
O 2.9213 -0.6133 -2.5508
P 3.2877 -0.0733 -1.0409
O 4.1862 1.0882 -1.3066
O 1.9037 0.6919 -0.6412
C 1.8880 2.0837 -0.3297
C 1.5584 2.9034 -1.5611
O 2.6553 -1.3999 -0.3032
C 3.2381 -2.6870 -0.4842
C 4.6372 -2.7811 0.0889
H 5.2398 -2.0376 -2.6784
H 5.4269 -1.8759 -4.4311
H 4.0526 -2.7633 -3.7641
H 4.5542 0.2482 -3.5293
H 3.3384 -0.5203 -4.5304
H 2.8291 2.3974 0.1199
H 1.1121 2.2329 0.4252
H 2.2183 2.6607 -2.3940
H 1.6403 3.9706 -1.3482
H 0.5396 2.6945 -1.8943
H 3.2136 -2.9669 -1.5391
H 2.5888 -3.3944 0.0342
H 5.2953 -2.0170 -0.3380
H 5.0687 -3.7632 -0.1055
H 4.6178 -2.6208 1.1679

## Properties
SMILES string: O=P(O)(O)P[C@H]1CCOS(=O)(=O)C1.CCOP(=O)(OCC)OCC
Total energy (eV): -69954.2585
Lowest unoccupied orbital energy (eV): -0.01
E_HOMO (hartree): -0.36166
Spin multiplicity: 1
Frontier orbital gap (eV): 9.8

---

No. 2
A structure of composition C10H26AlBr3O10S3 at a distorted geometry, computed with wB97M-V/def2-TZVPD.

Element x y z (Å)
Al -10.0886 22.3683 -15.4119
O -8.1081 20.6945 -15.5786
H -7.3646 20.0670 -15.6750
O -9.5458 19.4269 -11.0198
S -8.8670 20.1539 -12.0176
O -9.5352 21.0330 -12.9520
O -7.7035 20.9720 -11.3789
C -7.0588 22.0360 -12.1275
C -5.9024 22.5515 -11.3043
C -7.9845 18.9345 -12.9882
H -7.7283 22.8716 -12.3439
H -6.8004 21.6206 -13.1080
H -6.2167 22.7098 -10.2763
H -5.6238 23.5085 -11.7506
H -5.0151 21.9235 -11.3527
H -8.6994 18.3776 -13.5916
H -7.4311 18.2836 -12.3172
H -7.3298 19.5193 -13.6498
O -5.9137 23.3819 -17.0879
S -6.8609 22.9715 -18.0675
O -8.2649 23.0773 -17.7248
O -6.5757 23.6857 -19.4218
C -7.3814 24.8698 -19.7993
C -6.4718 26.0862 -19.8723
C -6.5373 21.3093 -18.5941
H -8.1872 25.0195 -19.0869
H -7.7948 24.6080 -20.7681
H -6.7779 26.9149 -19.2379
H -6.3214 26.4006 -20.9017
H -5.4791 25.8291 -19.4965
H -7.3896 21.0667 -19.2245
H -6.4402 20.6904 -17.7042
H -5.6206 21.3129 -19.1783
O -11.0943 17.6549 -13.7448
S -11.2092 18.2553 -15.0273
O -11.1232 19.6911 -15.1226
O -10.1086 17.5389 -15.9121
C -9.5530 18.1917 -17.0646
C -9.9074 17.4687 -18.3411
C -12.6956 17.7347 -15.8124
H -8.4820 18.3649 -16.9453
H -9.9816 19.1954 -17.1320
H -9.6066 18.0616 -19.2070
H -10.9790 17.2835 -18.4037
H -9.3948 16.5152 -18.4744
H -12.7462 16.6661 -15.9932
H -12.7153 18.2783 -16.7580
H -13.5222 18.0573 -15.1819
C -5.0344 16.5491 -14.4801
Br -6.0502 17.6392 -15.7156
Br -6.1719 15.1266 -13.9083
Br -4.3236 17.6122 -13.0759
H -4.2242 16.0895 -15.0316

## Properties
Total energy (eV): -280471.4750
Lowest unoccupied orbital energy (eV): -13.21
E_HOMO (hartree): -0.58303
Relative energy (zero: lowest compared OMol25 entry of this formula, charge and spin) (eV): 0.3578
Charge: +2
Spin multiplicity: 1
Frontier orbital gap (eV): 2.7

---

No. 3
A structure of composition C10H26B2KO5SSn at a distorted geometry, computed with wB97M-V/def2-TZVPD.

Element x y z (Å)
Sn 1.3653 2.3926 -2.7290
K 0.2126 -1.9553 -2.7586
B 0.8377 0.2194 -4.7228
H 1.3817 -0.1672 -3.8157
H -0.1381 0.7948 -4.3695
H 1.4784 0.9614 -5.3669
H 0.6024 -0.7142 -5.3316
B 0.7624 0.2184 -0.8582
H 1.7493 -0.0059 -1.3508
H 0.9939 1.0556 -0.0770
H 0.0154 0.5410 -1.6350
H 0.4209 -0.7352 -0.3783
C 4.2773 -1.5748 1.5962
S 4.2730 0.0352 2.4158
O 5.7098 0.2371 2.7550
C 3.7303 1.1045 1.0035
H 3.2630 -1.9783 1.5376
H 4.7652 -2.2723 2.2736
H 4.7526 -1.4610 0.6247
H 4.3881 0.9370 0.1468
H 3.7247 2.1697 1.2204
H 2.7389 0.7188 0.7933
O -2.3065 -2.7394 3.8869
C -1.5420 -1.8632 3.6278
O -0.6428 -1.4605 4.6016
C 0.3549 -0.6168 4.0494
C -0.2211 -0.1615 2.7142
C -1.2994 -1.1447 2.2886
H 1.2857 -1.1856 3.9892
H 0.4892 0.2367 4.7119
H 0.5061 0.1840 1.9845
H -0.8074 0.7204 2.9960
H -0.9639 -1.9311 1.6093
H -2.3209 -0.8559 2.0449
O -4.0303 0.4171 0.9240
C -3.9435 0.6482 -0.2470
O -4.9991 0.9679 -0.9908
C -4.6832 1.3055 -2.3443
C -3.2284 0.7907 -2.5341
C -2.7023 0.6250 -1.1238
H -4.8266 2.3709 -2.5054
H -5.3517 0.7055 -2.9576
H -2.5958 1.5673 -2.9640
H -3.1558 -0.1657 -3.0452
H -2.0381 1.4212 -0.7949
H -2.2814 -0.3571 -0.8947

## Properties
Total energy (eV): -55361.2527
Lowest unoccupied orbital energy (eV): -7.12
E_HOMO (hartree): -0.40756
Charge: +1
Spin multiplicity: 1
Frontier orbital gap (eV): 4.0

---

No. 4
A cluster of 3 separate species, C10H26BClNO9P2S2 in total at a distorted geometry, computed with wB97M-V/def2-TZVPD.

Element x y z (Å)
N 3.8899 0.2338 1.8967
B 3.3992 -0.2050 0.6217
O 3.5553 0.6942 -0.4627
P 2.5301 -1.9120 0.2623
P 4.3881 -3.1930 0.5501
O 5.1872 -2.4837 1.8723
O 5.3322 -2.7411 -0.7663
O 1.0091 -1.1463 -0.1756
C -0.0242 -1.8190 0.5119
C 0.5319 -2.2033 1.9061
Cl -0.3214 -1.3337 3.2581
O 1.9048 -2.0944 1.9338
H 4.6874 0.8527 1.7863
H 4.0824 -0.5159 2.5501
H 2.6989 1.1418 -0.5202
H 2.9733 -1.8630 -1.1392
H 1.9240 -3.2062 -0.0251
H 6.0077 -2.9796 1.9996
H 5.0118 -1.8899 -1.1168
H -0.8562 -1.1113 0.5221
H -0.3680 -2.7481 0.0465
H 0.2805 -3.2500 2.0970
C -3.8601 -1.0898 -3.1668
C -5.2775 -1.0886 -2.5771
C -5.2594 -1.9973 -1.3413
S -3.5776 -1.9375 -0.7040
O -2.9958 -3.2480 -0.8390
O -3.5673 -1.2364 0.5539
C -2.9164 -0.8820 -1.9874
H -3.7324 -0.3121 -3.9185
H -3.6548 -2.0523 -3.6405
H -5.5480 -0.0722 -2.2835
H -6.0178 -1.4280 -3.3011
H -5.9366 -1.6607 -0.5605
H -5.4727 -3.0340 -1.5949
H -1.8855 -1.1699 -2.1844
H -2.9545 0.1428 -1.6190
C 0.2867 2.7625 1.7147
C 0.3493 4.2830 1.9167
C 0.8939 4.8968 0.6229
S 0.4203 3.7727 -0.6967
O 1.6211 3.1972 -1.2438
O -0.5620 4.4034 -1.5475
C -0.3606 2.5477 0.3491
H -0.2764 2.2709 2.5058
H 1.2946 2.3400 1.7155
H -0.6545 4.6676 2.1128
H 0.9749 4.5507 2.7674
H 0.4778 5.8784 0.4095
H 1.9811 4.9466 0.6268
H -0.1844 1.5549 -0.0657
H -1.4286 2.7665 0.3680

## Properties
Total energy (eV): -84159.1116
Lowest unoccupied orbital energy (eV): 2.13
E_HOMO (hartree): -0.13071
Relative energy (zero: lowest compared OMol25 entry of this formula, charge and spin) (eV): 0.0000
Charge: -1
Spin multiplicity: 1
Frontier orbital gap (eV): 5.7

---

No. 5
A structure of composition C10H26ClINO3P2Pb at a distorted geometry, computed with wB97M-V/def2-TZVPD.

Element x y z (Å)
C -0.1097 0.0053 -4.6488
C 0.4864 0.2132 -3.3111
H -0.3052 1.0097 -5.0243
H -1.0438 -0.5303 -4.5589
H 0.5306 -0.4451 -5.4031
O 1.0796 1.1874 -2.9217
I 1.6001 -2.3153 -3.7869
Pb -0.3994 -1.1288 1.4368
P 2.4996 -0.8612 -0.0324
C 3.6421 0.1846 0.9490
C 3.4606 -2.4274 0.0379
H 4.5283 -2.1909 -0.0698
H 4.2297 -0.2891 -1.6826
H 3.1413 -3.1027 -0.7656
H 2.8103 -1.0128 -2.4668
H 3.5618 -0.0750 2.0111
H 3.2790 -2.8945 1.0134
C 3.1352 -0.3019 -1.6559
H 4.6557 -0.0217 0.5737
H 2.7022 0.6730 -1.9060
H 3.3964 1.2451 0.8015
P -2.9816 -0.7173 0.1688
C -4.1289 0.3154 1.1405
C -3.3299 -0.0450 -1.5061
H -3.3411 -2.9636 -0.6754
H -4.9087 -2.2312 -0.1672
H -3.7439 -2.8356 1.0627
C -3.8400 -2.3394 0.0839
H -3.1123 -0.7619 -2.3122
H -4.3931 0.2273 -1.5271
H -5.1329 0.2680 0.6961
H -3.7661 1.3529 1.1252
H -2.7318 0.8621 -1.6695
H -4.1522 -0.0533 2.1734
Cl -0.3824 -0.8540 -1.9515
N 0.7823 2.5972 4.4321
C 0.1171 2.8186 3.1139
C -0.1275 1.4246 2.6021
O 0.1542 0.4435 3.3785
O -0.5858 1.2774 1.4285
H 0.8362 1.5481 4.5266
H 0.2418 3.0130 5.1960
H 1.7222 3.0097 4.4417
H -0.8359 3.3451 3.2189
H 0.7592 3.3771 2.4305

## Properties
Total energy (eV): -62843.7852
Lowest unoccupied orbital energy (spin up / spin down) (eV): -13.58 / -13.63
E_HOMO (spin up / spin down) (hartree): -0.63727 / -0.63776
Charge: +3
Spin multiplicity: 1
Frontier orbital gap (spin up / spin down) (eV): 3.8 / 3.7

---

> Look up the total energy of the first one.

-69954.2585 eV